[1]
This record from OMol25 describes a 2-piece molecular cluster, C33H18BF11 overall at a distorted geometry. The level of theory is ωB97M-V with the def2-TZVPD basis set.

Geometry (Å):
F1 -5.21547 -0.87637 4.64231
F2 -1.70434 -3.25731 2.55760
F3 -1.78002 3.44533 -4.97928
F4 -1.26274 -5.28022 -3.23187
F5 -2.52839 1.31854 1.39345
F6 0.63836 -3.81270 1.22708
F7 1.23559 -1.89683 -1.00544
F8 4.97841 4.40252 -3.42981
F9 -3.44770 -2.51421 -0.09583
F10 0.26436 0.76503 2.61861
F11 3.60895 -2.09212 4.46890
C1 -2.32560 -3.94670 -1.57243
C2 0.91292 -0.46520 2.61472
C3 5.82427 3.76745 -1.31972
C4 -1.19180 -4.24935 -2.31357
C5 -1.16609 1.40221 -1.96758
C6 2.54321 -1.88009 3.58873
C7 -3.40831 -2.05955 3.59083
C8 -2.41366 -2.07364 2.64806
C9 1.18165 1.44070 -1.09989
C10 -1.08774 -2.12841 -0.40185
C11 -2.06852 -0.98797 1.82666
C12 0.45243 -1.44578 1.70131
C13 4.37621 2.59193 0.22785
C14 -3.57476 1.56008 -2.48233
C15 2.13633 1.86782 -0.21085
C16 -2.25294 -2.88189 -0.68347
C17 1.04990 -2.70092 1.93349
C18 -0.24469 1.05945 -0.85883
C19 4.79942 3.68394 -2.26546
C20 -4.14451 -0.89186 3.75923
C21 3.33100 2.50683 -0.70633
C22 0.02325 -2.55636 -1.20721
C23 -3.84361 0.21857 2.99009
C24 -2.51631 1.08982 -1.67067
C25 -0.01378 -3.55332 -2.15819
C26 5.59145 3.18773 -0.06975
C27 1.96608 -0.62889 3.49106
C28 -2.82226 0.14976 2.08562
C29 3.56966 3.04065 -2.03071
C30 -0.91838 2.26252 -3.08828
C31 2.07080 -2.93678 2.83429
C32 -3.34867 2.34219 -3.60182
C33 -2.02716 2.69589 -3.86286
B1 -0.83433 -1.20443 0.79318
H1 6.35569 3.21905 0.70707
H2 -4.15495 2.69897 -4.25465
H3 -4.58783 1.29635 -2.21944
H4 -3.25400 -4.43704 -1.71478
H5 0.07195 2.62339 -3.31712
H6 -3.62353 -2.94839 4.17195
H7 2.50604 -3.90597 2.89134
H8 2.32988 0.22323 4.03053
H9 -0.35854 0.12411 -0.26978
H10 0.85320 -3.74725 -2.77935
H11 -2.74160 0.62884 -0.72905
H12 -4.41018 1.14032 3.06186
H13 -0.65673 1.71012 0.09715
H14 2.80986 3.05891 -2.80265
H15 1.49723 1.60342 -2.13267
H16 6.76591 4.32058 -1.54325
H17 4.16388 2.18524 1.20656
H18 2.02128 1.72807 0.91726

Cartesian forces (eV/Å) of the 3 atoms listed first:
1.53 0.09 -1.13
-0.64 1.12 -0.23
0.00 -0.28 0.76

Properties
Highest occupied orbital energy   -8.526 eV
HOMO-LUMO gap   7.28 eV
SMILES   Fc1cc(F)c(B(c2c(F)cc(F)cc2F)c2c(F)cc(F)cc2F)c(F)c1.Fc1cccc(/C=C/Cc2cccc(F)c2)c1
F_max   4.5 eV Å⁻¹
Net charge   0

---

[2]
This record from OMol25 describes C33H19Cl97FGaO3P as an isolated structure at a distorted geometry. The level of theory is ωB97M-V with the def2-TZVPD basis set.

Geometry (Å):
Ga1 4.01050 -1.43832 -1.54359
Cl1 5.74536 -12.90878 5.72361
Cl2 -3.76115 3.22637 10.19933
Cl3 -8.79627 8.53664 -3.84197
Cl4 -1.32229 2.14057 7.56372
Cl5 -0.09358 -4.78357 -7.49825
Cl6 -9.67151 7.79994 -1.17707
Cl7 0.68297 1.94188 9.65289
Cl8 -0.82693 5.61552 15.64875
Cl9 8.09804 -10.97737 -6.46814
Cl10 -9.20886 0.07406 8.31768
Cl11 -1.73141 0.92039 4.76901
Cl12 -14.30463 -0.22574 6.35785
Cl13 -5.74341 0.48519 12.25561
Cl14 7.61595 -12.42378 3.56066
Cl15 8.43114 -11.98219 6.30894
Cl16 1.07987 3.83893 16.92234
Cl17 8.56585 4.68160 -9.18998
Cl18 -2.23103 4.57328 12.26319
Cl19 4.63302 -7.97090 -0.67498
Cl20 -8.18955 5.14534 -4.07147
Cl21 -6.69557 4.04222 2.82381
Cl22 -1.40503 -0.65718 1.74578
Cl23 -2.26756 9.43498 -2.32102
Cl24 -13.27548 -2.84883 7.04787
Cl25 -7.17269 2.40204 10.61649
Cl26 8.34657 1.69699 -9.67902
Cl27 -1.28229 -6.91639 -5.93025
Cl28 1.40699 1.43485 6.89058
Cl29 10.08314 7.10492 -9.67463
Cl30 10.53241 -8.25827 0.86372
Cl31 -4.12073 -1.06325 0.80714
Cl32 -11.08745 5.51084 -4.83460
Cl33 -4.00133 8.42185 -0.22872
Cl34 -8.25276 3.69334 0.40299
Cl35 -4.29064 -0.29874 4.14911
Cl36 6.10687 -10.08373 -2.00741
Cl37 -6.44175 3.73644 -2.23800
Cl38 -3.72001 6.12481 10.31461
Cl39 -4.13838 1.81567 6.12992
Cl40 7.91855 -8.95017 1.91462
Cl41 2.29211 1.23078 -0.67441
Cl42 8.28588 -1.14520 -9.07762
Cl43 -5.85741 0.13307 9.37954
Cl44 -8.47138 7.94496 10.77027
Cl45 -5.50509 4.42747 -4.89569
Cl46 5.79727 -9.93243 -7.89382
Cl47 9.97334 -0.15117 -11.21407
Cl48 -7.47863 5.30908 11.46326
Cl49 -5.14734 9.50231 -2.66275
Cl50 -1.59093 2.89429 16.29899
Cl51 -10.38131 1.08261 5.83721
Cl52 -7.50527 1.06617 6.18419
Cl53 -5.89137 6.50264 -2.90424
Cl54 -1.34608 4.66533 9.50212
Cl55 -11.92825 -0.46541 8.00456
Cl56 6.52066 -10.19481 5.05722
Cl57 -9.14141 2.91645 7.70738
Cl58 4.41469 -1.57720 -10.30336
Cl59 7.30229 -1.47295 -5.42629
Cl60 9.42085 5.34176 -11.88069
Cl61 -3.87241 11.27235 -0.75139
Cl62 -12.61540 7.95058 -5.18881
Cl63 -6.13231 7.67532 12.46442
Cl64 2.28626 3.72482 -8.61842
Cl65 -14.52163 -1.19893 9.08294
Cl66 3.39578 -10.56114 -1.08994
Cl67 -3.73995 2.42502 3.32135
Cl68 7.08787 -0.16458 -11.52737
Cl69 -0.11384 2.27590 -7.87591
Cl70 7.96866 0.89213 -3.89189
Cl71 7.34314 1.12442 -6.72411
Cl72 0.78264 4.13726 7.74949
Cl73 -8.08578 10.19471 -1.57835
Cl74 -0.08629 5.17551 -7.79157
Cl75 5.42135 -11.47852 -5.46856
Cl76 -2.01281 -0.41891 -1.07862
Cl77 -8.75147 6.95641 13.48280
Cl78 -2.06599 -3.02180 0.20332
Cl79 8.17577 -7.97787 -0.80317
Cl80 -2.89087 -4.64240 -6.74106
Cl81 -10.33014 7.41171 -6.89196
Cl82 1.43456 3.65212 -5.84732
Cl83 9.15459 -10.61852 -0.11084
Cl84 2.54709 -2.06100 -8.12708
Cl85 5.25623 0.49901 -4.81168
Cl86 5.20861 -1.10105 -7.55952
Cl87 -9.25327 2.68245 2.93225
Cl88 -0.83380 -4.31735 -4.72640
Cl89 6.54587 -8.80895 -5.32758
Cl90 7.34048 6.90202 -10.59601
Cl91 -8.23959 -0.27039 10.98665
Cl92 -12.75541 5.84961 -7.18263
Cl93 -6.98497 1.40523 1.65431
Cl94 3.87722 -8.80292 -3.34730
Cl95 3.28755 0.65329 -8.83140
Cl96 -10.83058 10.10666 -2.50141
Cl97 0.30399 3.39752 14.16262
P1 1.82109 -2.18604 -1.92414
F1 5.20126 -1.73446 -3.00738
O1 5.50823 -6.10045 -3.24989
O2 3.81446 -4.46163 -3.35566
O3 0.93990 -1.75837 -0.69929
C1 0.87998 3.70707 -7.53253
C2 -3.47440 1.21485 4.59187
C3 5.16511 1.20401 -0.39687
C4 4.60889 -4.07572 -0.28551
C5 4.75875 -2.48909 0.05288
C6 8.42206 0.05917 -10.37322
C7 -0.25818 3.93633 15.75820
C8 -9.34552 9.15809 -2.27418
C9 -6.75364 0.68720 10.80909
C10 -7.79703 2.95572 1.95331
C11 2.58597 -4.19862 -5.51897
C12 5.65586 -4.49808 -1.42512
C13 -9.06240 1.28493 7.01049
C14 -13.50712 -1.18464 7.62378
C15 7.07829 -11.87748 5.16243
C16 4.95449 -5.07520 -2.76473
C17 -1.27340 -5.16430 -6.22285
C18 8.85257 6.00766 -10.33525
C19 -7.70850 6.97148 12.04513
C20 -3.82154 9.65768 -1.49096
C21 0.38601 2.41282 7.96465
C22 6.96828 0.26270 -5.21376
C23 6.46550 -10.29811 -6.28844
C24 -11.69687 6.68131 -6.02400
C25 -2.39932 -1.29053 0.41873
C26 4.50321 -9.35413 -1.78087
C27 4.02906 -4.17338 -4.75856
C28 6.32867 1.56385 -1.46797
C29 -2.76406 4.64860 10.57007
C30 -6.50834 4.95470 -3.52800
C31 3.86446 -1.02228 -8.70680
C32 8.94493 -8.95024 0.46542
C33 3.93572 0.61442 -1.26989
H1 5.93752 2.11454 -2.38380
H2 4.92208 -4.61761 0.68338
H3 6.29678 -5.34842 -0.98951
H4 3.53279 -4.38113 -0.48750
H5 4.85421 2.19622 0.09621
H6 2.26138 -3.13044 -5.78924
H7 5.87103 -2.25650 0.15187
H8 4.71770 -4.89839 -5.29699
H9 4.06481 1.07414 -2.31964
H10 4.44099 -3.11359 -4.94983
H11 4.23881 -2.26682 1.04502
H12 1.79875 -4.58447 -4.77778
H13 1.21849 -1.64469 -3.11466
H14 5.53227 0.46758 0.40502
H15 7.13828 2.22914 -0.99780
H16 1.73352 -3.63476 -1.97104
H17 6.36919 -3.65799 -1.74001
H18 6.83456 0.61796 -1.83450
H19 2.64576 -4.86355 -6.45315

Cartesian forces (eV/Å) of the 3 atoms listed first:
0.93 0.44 0.49
0.20 0.16 -0.07
0.14 0.20 0.05

Properties
Highest occupied orbital energy   -5.404 eV
HOMO-LUMO gap   6.16 eV
F_max   4.3 eV Å⁻¹
Net charge   -1

---

[3]
This record from OMol25 describes C33H20Cl2MoN6OS5Se as an isolated structure at a distorted geometry. The level of theory is ωB97M-V with the def2-TZVPD basis set.

Geometry (Å):
Mo1 -0.69051 0.16312 0.06302
Se1 2.56193 -3.31386 -6.88153
Cl1 1.52909 0.38249 -2.08436
Cl2 -3.00082 3.73326 -3.50872
S1 2.45740 1.26604 3.74127
S2 -1.31266 1.73428 1.75752
S3 -1.52039 -1.15713 2.87686
S4 -0.20920 2.37448 4.49234
S5 1.44191 0.64290 0.97070
O1 1.89758 2.34600 6.09061
N1 3.36254 -2.39457 -5.59098
N2 -0.58743 -1.62224 -1.70952
N3 -1.17297 1.57315 -1.45088
N4 -0.85350 -1.35038 1.36118
N5 1.01251 -3.34930 -6.01691
N6 0.56265 0.39831 -1.18133
C1 -1.37998 3.14400 -3.47734
C2 -3.18186 -1.82046 2.66743
C3 -1.12146 -3.29465 -3.91815
C4 4.18223 0.15372 -1.64239
C5 0.53023 -4.28747 5.40903
C6 -0.48219 3.61531 -4.38079
C7 3.98672 -0.91530 -2.95201
C8 2.49197 -2.17152 -4.65237
C9 -5.03189 -3.13456 3.40924
C10 1.47735 2.06986 5.01710
C11 0.09310 -2.59755 -3.87162
C12 2.82032 0.45975 -1.59524
C13 -0.15457 -4.69851 4.26787
C14 1.68203 2.30488 -4.08751
C15 -3.90966 -1.37951 1.56909
C16 1.50548 -0.85225 -2.77856
C17 1.41960 1.40684 -3.05532
C18 0.57864 -2.94714 5.75937
C19 -0.74385 -2.42776 3.83685
C20 -0.03764 1.68480 2.90257
C21 -3.74002 -2.66846 3.61300
C22 0.33746 -1.76838 -2.80225
C23 -5.74820 -2.74633 2.28784
C24 -2.00610 -3.17201 -2.87657
C25 1.15529 -2.71438 -4.89402
C26 -1.69264 -2.35270 -1.78518
C27 0.91724 3.26408 -4.64046
C28 -0.79784 -3.77005 3.47064
C29 1.17399 1.17235 2.57483
C30 -0.06050 -2.00270 4.96787
C31 -1.18072 2.21572 -2.40772
C32 2.72913 -1.35326 -3.47241
C33 -5.19451 -1.85783 1.37450
H1 -5.47772 -3.80160 4.13397
H2 -1.32701 -3.92404 -4.77397
H3 -3.18477 -2.96503 4.49133
H4 2.68851 2.13316 -4.47130
H5 -2.94118 -3.71405 -2.87801
H6 -1.34682 -4.08847 2.59250
H7 -6.74674 -3.12899 2.12766
H8 -0.04426 -0.95107 5.22883
H9 -0.88211 4.37585 -5.03951
H10 -0.64262 -2.32423 1.15784
H11 1.02270 -5.02276 6.03051
H12 4.81187 1.00971 -1.89730
H13 1.39468 3.84052 -5.42084
H14 1.10116 -2.63280 6.65196
H15 4.63373 -0.32756 -0.77592
H16 4.90720 -1.26802 -3.40234
H17 -0.19992 -5.74745 4.00930
H18 -2.37399 -2.28713 -0.94181
H19 -3.47949 -0.65628 0.88400
H20 -5.77064 -1.53033 0.51989

Cartesian forces (eV/Å) of the 3 atoms listed first:
-0.48 0.88 3.88
0.02 -0.06 0.01
-0.29 5.39 -0.29

Properties
Highest occupied orbital energy   -12.507 eV
HOMO-LUMO gap   5.12 eV
F_max   15.1 eV Å⁻¹
Net charge   +2